Entry from OMol25: C13H11N3O2S in the gas phase in a non-equilibrium geometry (ωB97M-V with the def2-TZVPD basis set).

Last column: natural (NBO) charge in e.
Positions of all 30 atoms, in Å:
O  -0.946  0.928  0.938  -0.544
C  0.138  1.280  0.737  0.725
N  1.183  0.618  -0.022  -0.664
C  0.984  -0.499  -0.616  0.346
S  2.509  -1.133  -1.313  -0.308
N  -0.416  -0.919  -0.731  -0.594
C  -0.730  -2.164  -1.115  0.083
C  -1.778  -2.754  -0.289  -0.246
C  -2.413  -3.799  -1.033  -0.183
C  -1.967  -4.398  -2.170  -0.297
C  -0.971  -3.980  -2.835  -0.212
C  -0.068  -2.740  -2.463  0.330
O  0.752  -2.159  -3.302  -0.603
C  0.609  2.745  1.423  -0.150
C  0.139  3.119  2.731  -0.141
C  0.501  4.245  3.210  -0.292
C  1.581  4.915  2.805  0.040
N  2.125  4.699  1.316  -0.346
C  1.679  3.387  0.922  0.007
H  2.196  1.049  0.226  0.472
H  -0.891  -0.470  -0.032  0.414
H  -2.214  -2.308  0.487  0.209
H  -3.163  -4.304  -0.232  0.203
H  -2.512  -5.314  -2.550  0.230
H  -0.491  -4.429  -3.777  0.219
H  1.136  -1.747  -2.742  0.457
H  -0.874  2.446  3.037  0.249
H  -0.088  4.638  4.241  0.231
H  1.948  5.853  3.003  0.215
H  2.043  3.194  0.146  0.152

Results
SMILES: O=C(NC(=S)Nc1ccccc1O)c1cccnc1
Strongest force on any atom, eV/Å: 16.9
Charge: 0
Energy above the lowest of the compared OMol25 structures with the same formula, charge and spin, kJ/mol: 745.9
E_HOMO, eV: -7.64
E_tot, eV: -33049.2891